# C21H16BrCl5NOOs

C21H16BrCl5NOOs as an isolated structure in a non-equilibrium geometry (ωB97M-V with the def2-TZVPD basis set, OMol25).

XYZ file:
```
46
Properties=species:S:1:pos:R:3:lowdin_spin:R:1
Os 0.2512 0.4888 -1.2629 2.6185
O 5.7076 -1.8231 -0.0461 0.0099
C 4.4843 -1.2782 -0.2498 0.0164
C 3.9772 -0.2953 0.6174 0.0013
C 2.7089 0.1715 0.4144 0.0347
N 1.9962 -0.3326 -0.6465 0.0847
C 2.5065 -1.2110 -1.5004 0.0263
Br 1.4819 -1.7138 -3.0282 0.0794
C 3.7522 -1.7492 -1.3254 0.0022
H 6.0540 -1.7153 0.8464 0.0002
H 4.5451 0.0880 1.4766 0.0004
H 2.1665 0.9520 1.0324 0.0115
H 4.1591 -2.4719 -2.0661 0.0011
Cl -3.1125 0.7099 -2.5797 0.0324
C -1.8395 1.4666 -3.3967 0.0625
C -0.5353 1.4539 -2.8714 0.0663
C 0.4465 2.0774 -3.6494 0.0431
Cl 2.0052 2.1950 -2.9111 0.0525
C 0.2107 2.6080 -4.9049 -0.0112
Cl 1.4881 2.9391 -6.0346 -0.0048
C -1.1149 2.8386 -5.2784 0.0459
Cl -1.4654 3.8104 -6.6660 0.0161
C -2.1519 2.2217 -4.5400 -0.0095
Cl -3.7754 2.3421 -5.1186 -0.0033
C -2.5089 -1.0680 0.3147 0.0415
C -1.2499 -0.6436 1.1029 0.0936
C -0.2574 -1.8346 1.0903 0.0277
C -0.6102 0.5203 0.3780 0.5532
C -1.4847 -0.3900 2.5739 0.0053
C -0.4754 -0.2176 3.5083 0.0049
C -0.7411 -0.0430 4.8691 0.0011
C -2.0355 -0.1334 5.3895 0.0008
C -3.0507 -0.3539 4.4707 0.0011
C -2.7362 -0.4167 3.1091 0.0012
H -2.1928 -1.6852 -0.5071 0.0038
H -3.0975 -0.1718 0.0080 0.0017
H -3.1667 -1.6326 0.9948 0.0071
H -0.1741 -2.2057 0.0534 0.0070
H -0.5541 -2.6079 1.8015 0.0016
H 0.7597 -1.4511 1.3587 0.0023
H -1.0609 1.4389 0.8057 0.0665
H 0.5150 -0.1878 3.2006 0.0024
H 0.0996 0.2494 5.5568 0.0000
H -2.2157 -0.1630 6.4544 0.0000
H -4.0877 -0.4046 4.7606 0.0001
H -3.6210 -0.3707 2.3953 0.0003
```

Properties
- 2S+1: 5
- HOMO energy (spin up / spin down): -9.71 / -11.56 eV
- LUMO (spin up / spin down): -3.8 / -5.4 eV
- Charge: +1

***

# C21H16Cl2LaN4O5S

C21H16Cl2LaN4O5S as an isolated structure in a non-equilibrium geometry (ωB97M-V with the def2-TZVPD basis set, OMol25).

XYZ file:
```
50
Properties=species:S:1:pos:R:3:mulliken_charge:R:1
La 1.7062 -0.7737 -0.8214 0.9875
Cl 1.7237 -0.1191 4.3895 -0.2165
C 3.0556 -0.2894 3.3266 0.3180
C 4.2990 0.1137 3.8190 -0.7333
C 5.4470 -0.0471 3.0527 0.6949
Cl 6.9564 0.2216 3.7737 -0.2784
C 5.4039 -0.4544 1.7002 0.4304
C 6.5207 -0.4520 0.8497 -0.7685
C 6.2986 -0.6127 -0.5185 -0.6770
C 5.0303 -0.9536 -1.0154 -0.0959
N 3.9839 -0.9763 -0.2149 -0.2316
C 4.1651 -0.8471 1.1797 0.4103
C 2.9481 -0.8437 1.9979 0.0882
O 1.8392 -1.2547 1.4805 -0.8522
H 4.4238 0.4104 4.8464 0.4305
H 7.5042 -0.1597 1.1887 0.3915
H 7.1849 -0.5756 -1.1276 0.3629
H 4.8391 -1.2363 -2.0442 0.3808
O -8.4547 -0.7796 -2.7263 -0.6893
S -7.3810 0.1890 -2.9784 1.1200
O -6.4209 -0.0375 -4.0460 -0.6469
O -7.8480 1.5647 -2.7203 -0.6761
C -6.5144 0.0523 -1.3749 0.2259
N -7.2228 0.5279 -0.3849 -0.4625
C -6.6074 0.5142 0.7923 -0.2384
C -5.3786 -0.0792 1.0120 -0.6357
C -4.6681 -0.4727 -0.1234 0.4315
N -5.2391 -0.3545 -1.3334 -0.3488
C -3.2933 -1.0319 -0.1864 0.9239
C -2.6723 -1.0772 -1.4636 -0.6345
C -1.3702 -1.5504 -1.5091 -0.1924
N -0.5814 -1.8130 -0.4486 -0.4659
C -1.2273 -1.8145 0.7620 -0.5780
C -2.5564 -1.5036 0.8850 -0.5592
H -7.3265 0.9730 1.5516 0.3436
H -5.0563 -0.1819 2.0869 0.2220
H -3.1893 -0.7507 -2.3626 0.5281
H -0.9405 -1.8222 -2.4977 0.3271
H -0.6983 -2.0555 1.6559 0.4032
H -3.0254 -1.5571 1.8289 0.3912
C 0.5628 1.9136 0.2012 -0.5816
O 1.7953 1.7084 -0.4841 -0.4487
C 2.0454 1.3066 -1.7918 -0.1242
C 2.2322 2.5539 -2.6764 -0.9544
H 0.1164 0.9907 0.6393 0.2168
H -0.1249 2.4458 -0.4102 0.3626
H 0.8751 2.5294 1.0763 0.2172
H 3.2010 2.4803 -3.1579 0.2911
H 2.0949 3.5249 -2.1861 0.2788
H 1.5444 2.4561 -3.4919 0.3118
```

Properties
- 2S+1: 1
- Relative energy (zero: lowest compared OMol25 entry of this formula, charge and spin): 1.106 eV
- HOMO energy (spin up / spin down): -4.28 / -1.73 eV
- LUMO (spin up / spin down): 0.6 / 0.5 eV
- Charge: -1

***

# C21H16Cl6N2O2

A 2-piece molecular cluster, C21H16Cl6N2O2 overall in a non-equilibrium geometry (ωB97M-V with the def2-TZVPD basis set, OMol25).

XYZ file:
```
47
Properties=species:S:1:pos:R:3:mulliken_charge:R:1
Cl 0.2897 1.0050 0.5553 0.0128
C 2.4673 3.1385 -2.2907 -0.0777
Cl 3.6038 1.8740 -2.4248 -0.1447
C 1.1796 2.9757 -3.0191 0.3473
O 0.7302 1.8787 -3.3717 -0.7592
C 0.3562 4.2066 -3.0936 0.0796
Cl -1.0889 4.1192 -3.9866 -0.2053
C 0.5800 5.2603 -2.2149 0.2887
Cl -0.4098 6.6641 -2.2672 -0.2064
C 1.5808 5.1492 -1.2106 -0.0906
Cl 1.6226 6.2949 0.0555 -0.2328
C 2.4590 4.0186 -1.2144 0.1988
Cl 3.4148 3.6826 0.1796 -0.1823
C -5.3782 -2.9704 -0.3691 -1.0925
N -4.8332 -1.8929 0.4429 0.0433
C -5.8293 -0.9958 0.9812 -1.0077
C -3.5094 -1.7349 0.6952 1.8987
C -2.5549 -2.4250 -0.0856 -0.8041
C -1.2083 -2.1521 0.0693 -0.5080
N -0.7582 -1.3453 1.0489 0.1878
C 0.5495 -0.6478 1.0169 0.0200
C 1.6034 -1.1832 0.0512 0.1608
C 3.0352 -1.2208 0.5233 0.6728
C 4.0479 -1.4470 -0.4290 -0.3937
C 5.3974 -1.3930 -0.0569 -0.6041
C 5.7542 -1.1026 1.2698 -0.3798
C 4.7495 -0.9252 2.2299 -0.8056
C 3.4045 -0.9696 1.8598 -0.2134
O 1.3022 -1.4893 -1.0949 -0.5777
C -1.6570 -0.8718 1.9645 -0.6397
C -3.0067 -0.9509 1.7720 -0.6504
H -4.7210 -3.8473 -0.4014 0.3742
H -6.3440 -3.2747 0.0551 0.3447
H -5.5650 -2.6427 -1.4035 0.3512
H -5.3450 -0.1500 1.4700 0.2777
H -6.4711 -0.6212 0.1678 0.3598
H -6.4746 -1.5251 1.6953 0.3562
H -2.8660 -3.0616 -0.9126 0.3172
H -0.4799 -2.4727 -0.6614 0.5458
H 0.8870 -0.6401 2.0662 0.3497
H 3.7743 -1.5678 -1.4794 0.4442
H 6.1658 -1.5698 -0.8158 0.3684
H 6.8089 -1.0513 1.5509 0.3885
H 5.0151 -0.7500 3.2755 0.3798
H 2.6397 -0.7316 2.6008 0.2148
H -1.2542 -0.2479 2.7570 0.3653
H -3.6641 -0.3966 2.4494 0.2275
```

Properties
- 2S+1: 1
- HOMO energy: -5.41 eV
- LUMO: -1.5 eV
- Charge: 0

***

# C21H16ClF2N3O4S

One molecule with the formula C21H16ClF2N3O4S in a non-equilibrium geometry (ωB97M-V with the def2-TZVPD basis set, OMol25).

XYZ file:
```
48
Properties=species:S:1:pos:R:3:mulliken_charge:R:1
O -2.9223 2.2137 2.4026 -0.5678
O 1.2395 -2.8274 -3.1410 -0.6539
O -0.6574 -1.3138 -2.7891 -0.6673
F -1.8325 -5.7753 1.9245 -0.3150
F -3.7204 4.9983 1.3518 -0.2713
Cl -5.0094 0.2244 -0.0246 -0.1756
N 1.1268 1.0503 1.8578 -0.5702
O 2.8696 -0.3224 1.2317 -0.4334
C -3.0979 2.3123 1.2089 0.3713
C -0.1068 1.6306 1.6860 -0.5937
C 1.6501 0.2659 0.9045 0.3817
C -6.7390 3.8514 -0.2821 -0.4698
C -0.4628 -5.4421 0.0169 -0.7402
C -1.6224 -3.6215 1.0778 -0.8137
C -5.8191 4.6929 0.3062 -0.5390
C -6.4863 2.4664 -0.3983 -0.5296
C -0.2929 0.6127 -0.5230 -0.5737
C 0.0177 -4.5501 -0.9253 -0.1702
C -1.0894 -2.6952 0.1669 0.0454
C -1.3187 -4.9547 0.9813 0.4518
C -4.6731 4.1774 0.8789 0.3059
C -5.3014 1.9492 0.1122 0.3322
C -4.3763 2.8104 0.7485 -0.0130
C -0.8346 1.4108 0.4972 0.5635
C 0.9588 -0.0298 -0.2974 0.1894
C -0.2504 -3.1685 -0.8573 -0.2751
N -2.1584 1.8863 0.2718 -0.0425
N 1.4608 -1.0025 -1.2312 -0.0352
C 4.7319 -1.7558 0.6433 -1.5223
C 2.7337 -1.6546 -0.8487 -0.8922
C 3.6043 -0.8563 0.1220 0.5007
S 0.4241 -2.0686 -2.1462 1.1471
H -0.5150 2.2538 2.4743 0.4930
H -7.6479 4.2759 -0.6519 0.3947
H -0.1790 -6.4711 0.0249 0.4664
H -2.2780 -3.3401 1.9033 0.4328
H -5.9869 5.7591 0.4105 0.4249
H -7.1684 1.7842 -0.8642 0.4543
H -0.8763 0.5201 -1.4464 0.3894
H 0.6179 -4.9036 -1.7470 0.4826
H -1.3566 -1.6531 0.3138 0.5192
H -2.4769 1.9305 -0.6938 0.3159
H 5.3632 -1.2010 1.3288 0.4075
H 5.3815 -2.0816 -0.1922 0.3744
H 4.2870 -2.5836 1.1837 0.3853
H 3.3687 -1.8660 -1.7237 0.2960
H 2.5130 -2.6016 -0.3338 0.4755
H 4.0415 0.0036 -0.4124 0.2636
```

Properties
- 2S+1: 1
- Structure (SMILES): C[C@H]1CN(S(=O)(=O)c2ccc(F)cc2)c2cc(NC(=O)c3c(F)cccc3Cl)cnc2O1
- HOMO energy: -8.42 eV
- LUMO: 0.1 eV
- Charge: 0